1.
Entry from the OMol25 dataset: a gas-phase ion, C36H32NO2S (charge +1) (wB97M-V/def2-TZVPD).

XYZ file:
```
72
Properties=species:S:1:pos:R:3:forces:R:3
C 7.4156 -0.0250 -1.8764 -0.398 0.180 0.078
C 6.0429 0.5817 -1.8864 -0.693 0.053 0.073
C 5.4472 0.9763 -3.0861 -0.207 0.237 -0.649
C 4.1519 1.5067 -3.1508 0.004 -0.389 0.299
C 3.4186 1.6098 -1.9548 0.144 0.102 0.003
S 1.7256 2.1710 -1.9883 -1.151 0.741 1.185
N 0.7236 0.5305 -1.6913 -0.997 1.406 -0.765
C 1.0156 -0.4926 -2.7686 -0.128 -0.175 0.987
C 0.2414 -1.7207 -2.4097 -0.265 -1.000 -1.474
C -0.6035 -2.3028 -3.3779 -0.216 0.047 0.725
C -1.4323 -3.3888 -3.0088 0.424 0.437 -0.905
C -1.3543 -3.9139 -1.7210 0.141 0.467 0.207
C -0.4572 -3.3657 -0.7880 0.107 0.238 -0.732
C 0.3731 -2.3018 -1.1626 -0.407 -0.148 0.631
C -0.3410 0.6013 -0.9690 2.613 -0.214 -0.023
C -1.2460 0.8314 -0.0730 -1.766 -0.543 0.013
C -2.6496 1.0299 -0.7552 -1.125 0.545 0.426
C -3.1257 2.3385 -0.9593 0.821 -0.009 -0.025
C -4.4130 2.6280 -1.4221 -0.036 0.429 -0.332
C -5.3077 1.5912 -1.7195 0.111 -0.185 0.360
C -4.8833 0.2707 -1.4812 -0.340 -0.254 -0.214
C -3.5866 -0.0039 -1.0124 0.975 -0.396 0.261
O 1.3118 2.8915 -0.7951 0.940 -0.895 -1.649
O 1.3589 2.5958 -3.3132 0.369 -0.588 0.940
C 4.0174 1.3024 -0.7288 -0.305 -0.170 0.178
C 5.3054 0.7685 -0.7111 0.021 0.072 0.251
H 7.7176 -0.2439 -0.8656 0.251 0.040 0.338
H 7.4493 -0.9579 -2.4235 -0.121 -0.206 -0.256
H 8.1214 0.6521 -2.3404 0.244 0.132 -0.025
H 6.0347 0.8468 -4.0048 -0.414 0.192 0.306
H 3.6977 1.8174 -4.0890 0.164 -0.142 0.131
H 0.7142 -0.0985 -3.7483 0.021 0.172 0.428
H 2.1019 -0.6270 -2.7592 -0.157 -0.059 0.029
H -0.6051 -1.8577 -4.3867 -0.282 -0.404 0.553
H -2.1176 -3.8121 -3.7701 0.509 0.243 0.696
H -2.0131 -4.7280 -1.4331 0.150 0.090 -0.011
H -0.4086 -3.7498 0.2186 0.041 -0.155 0.061
H 1.0864 -1.8497 -0.4661 -0.279 -0.319 -0.018
H -2.3966 3.1337 -0.7957 -0.402 0.110 0.034
H -4.6859 3.6951 -1.5885 0.179 -1.029 0.167
H -6.3379 1.7897 -2.0962 1.050 -0.134 0.362
H -5.6123 -0.5585 -1.6800 1.004 0.782 0.271
H -3.2420 -1.0347 -0.8223 -0.464 0.458 -0.181
H 3.4628 1.4688 0.2001 0.211 -0.155 -0.302
H 5.7622 0.4858 0.2429 -0.253 0.187 -0.290
C -4.7976 -2.5244 4.5435 -0.304 -0.497 0.054
C -3.8421 -1.5814 3.8687 0.070 -0.087 -0.239
C -4.3165 -0.4601 3.1796 0.201 -0.439 0.469
C -3.4440 0.3671 2.5053 0.268 0.654 -0.040
C -2.0710 0.1423 2.4789 1.072 -0.803 -0.847
C -1.1360 1.0175 1.5030 -0.263 0.404 1.544
C 0.3091 1.1777 2.0912 -2.248 -0.044 -2.037
C 0.8352 2.4011 2.4567 1.778 -0.661 0.598
C 2.1932 2.4601 2.8254 -0.100 -0.569 -0.170
C 2.9668 1.2774 2.7859 0.982 0.033 0.080
C 2.4100 0.0408 2.3738 -0.404 1.240 0.169
C 1.0447 0.0299 2.0135 2.220 -0.359 0.722
C -1.5781 -0.9371 3.2682 0.053 0.570 -0.333
C -2.4610 -1.8183 3.9025 0.042 0.438 -0.009
H -4.3363 -3.5228 4.6303 -0.187 0.403 0.171
H -5.1186 -2.1857 5.5525 0.264 -0.152 -0.629
H -5.6963 -2.6568 3.9189 0.221 0.131 0.338
H -5.3768 -0.2260 3.1796 0.095 -0.059 0.050
H -3.8327 1.2927 2.1058 -0.085 -0.041 -0.530
H -1.6007 2.0032 1.5462 -0.074 0.256 0.046
H 0.2718 3.2917 2.5122 -0.767 0.732 -0.172
H 2.6395 3.4297 3.1110 -0.251 -0.764 -0.127
H 4.0730 1.3346 3.0661 -1.715 -0.140 -0.389
H 3.0360 -0.8468 2.3338 -0.203 0.093 0.036
H 0.5196 -0.8697 1.7663 0.182 -0.455 -0.429
H -0.4971 -1.0220 3.4586 -0.756 -0.262 -0.296
H -2.0719 -2.6964 4.4409 -0.177 0.588 -0.174
```
Positions in Å, forces in eV/Å.

LUMO energy   -3.73 eV
Frontier orbital gap   7.431 eV
ΔE to the lowest compared entry with this formula, charge and spin   14.51 kcal per mole
Net charge   +1
SMILES string   Cc1ccc([C@H](C(=C=[N+](Cc2ccccc2)S(=O)(=O)c2ccc(C)cc2)c2ccccc2)c2ccccc2)cc1
HOMO level   -11.161 eV
Multiplicity   1
Largest force on an atom   3.03 eV/Å

Atom charges from the Löwdin analysis, given in e for atoms 1 to 2: C -0.027; C -0.243

=====

2.
Entry from the OMol25 dataset: a molecular structure, C26H33F2FeN2O3PS4 (wB97M-V/def2-TZVPD).

XYZ file:
```
72
Properties=species:S:1:pos:R:3:forces:R:3
Fe 1.0782 -0.4575 0.4683 -0.253 -0.216 -0.182
C -2.3590 -4.4097 4.2004 -0.008 -0.018 0.025
C -2.2127 -3.7309 2.8595 -0.043 0.034 -0.092
O -1.4349 -2.5208 2.9993 0.124 -0.031 0.060
P 0.0675 -2.4674 2.4674 -0.052 0.149 0.067
S 0.8652 -0.7390 2.9710 0.110 0.032 0.145
S 0.1350 -2.7642 0.4911 -0.034 -0.150 -0.063
O 0.7036 -3.7011 3.2560 -0.044 -0.107 -0.097
C 2.0835 -4.0541 3.0127 0.031 0.070 0.047
C 2.2249 -5.5469 3.1764 0.004 -0.014 -0.001
H -3.0411 -5.2570 4.1136 0.008 -0.010 -0.009
H -2.7654 -3.7155 4.9358 -0.012 0.006 -0.008
H -1.3952 -4.7698 4.5569 0.007 0.013 0.000
H -3.1760 -3.4164 2.4568 0.004 0.004 0.016
H -1.7389 -4.3845 2.1239 -0.014 -0.008 0.004
H 2.6925 -3.5026 3.7298 0.003 -0.008 -0.008
H 2.3670 -3.7330 2.0081 -0.001 -0.020 0.000
H 1.9199 -5.8584 4.1754 -0.005 0.006 0.006
H 3.2655 -5.8378 3.0280 0.005 0.005 0.002
H 1.6111 -6.0731 2.4450 -0.004 0.007 -0.006
N 1.7809 -2.2691 -2.5582 0.057 0.015 0.006
C 1.7335 -0.9294 -2.7317 0.023 -0.030 -0.096
S 0.4164 -0.0530 -2.1809 -0.060 0.053 0.013
N 2.8026 -0.4142 -3.3839 0.041 -0.027 0.100
C 3.2271 0.9383 -3.4843 -0.013 -0.005 -0.022
C 2.3609 1.9985 -3.7157 0.024 0.013 -0.030
C 2.8783 3.2820 -3.8157 -0.028 0.001 -0.004
C 4.2393 3.5179 -3.7080 0.013 0.015 0.002
C 5.1009 2.4518 -3.4990 0.005 -0.010 0.000
C 4.5965 1.1681 -3.3845 -0.019 0.005 0.010
H 1.0792 -2.6567 -1.9473 -0.011 -0.001 -0.021
H 2.6652 -2.7528 -2.5767 -0.002 0.005 0.012
H 3.5486 -1.0690 -3.5675 -0.031 -0.015 -0.047
H 1.3013 1.8247 -3.8075 0.005 -0.007 0.006
H 2.1993 4.1078 -3.9822 0.007 -0.001 -0.002
H 4.6263 4.5250 -3.7866 0.004 0.001 -0.003
H 6.1666 2.6163 -3.4122 0.001 0.004 0.002
H 5.2686 0.3368 -3.2020 -0.002 -0.003 0.013
O -0.2732 1.0797 0.5136 -0.239 -0.007 -0.210
S -1.1093 1.9197 1.4464 0.077 0.015 0.095
C -2.3515 0.8466 2.2307 -0.035 0.000 0.002
C -3.3549 0.2144 1.3161 0.020 0.003 0.019
C -4.6949 0.5828 1.3926 -0.006 0.026 -0.031
C -5.6335 0.0132 0.5446 -0.007 -0.002 -0.008
C -5.2374 -0.9277 -0.3950 -0.010 0.004 0.000
C -3.9024 -1.2991 -0.4760 0.014 -0.009 0.004
C -2.9644 -0.7361 0.3763 -0.008 -0.023 -0.022
C -2.1842 2.8064 0.2992 -0.047 -0.004 0.019
C -1.3795 3.7447 -0.5521 0.009 -0.019 -0.012
C -1.2258 3.4815 -1.9077 0.035 -0.014 0.012
C -0.4944 4.3453 -2.7091 -0.001 -0.003 -0.001
C 0.0989 5.4704 -2.1576 0.002 0.009 -0.011
C -0.0350 5.7276 -0.8001 0.001 0.001 0.012
C -0.7719 4.8681 -0.0012 -0.008 0.042 -0.019
H -2.8308 1.4960 2.9677 0.003 -0.011 0.018
H -1.7464 0.1123 2.7667 0.011 0.013 -0.016
H -5.0087 1.3185 2.1248 0.006 0.002 0.007
H -6.6733 0.3044 0.6189 -0.003 0.001 -0.001
H -5.9675 -1.3719 -1.0590 -0.003 -0.002 -0.001
H -3.5818 -2.0363 -1.2010 -0.004 0.003 -0.008
H -1.9302 -1.0470 0.3069 -0.024 0.017 0.020
H -2.9327 3.3258 0.9034 0.025 0.001 0.031
H -2.6795 2.0467 -0.3050 -0.024 0.004 0.001
H -1.6736 2.5926 -2.3348 -0.005 -0.005 0.002
H -0.3866 4.1340 -3.7657 -0.009 0.003 -0.002
H 0.6665 6.1482 -2.7825 0.011 -0.006 0.004
H 0.4348 6.5991 -0.3636 -0.002 0.002 0.000
H -0.8737 5.0720 1.0588 -0.007 -0.001 0.004
F 3.8778 -1.1054 0.9657 0.109 -0.187 -0.232
C 3.1047 -0.2858 0.1415 0.120 0.359 0.818
F 3.1057 0.9665 0.8436 0.228 0.089 -0.265
H 3.7264 -0.0905 -0.7387 -0.070 -0.058 -0.071
```
Positions in Å, forces in eV/Å.

LUMO energy (spin up / spin down)   0.50 / 0.50 eV
Frontier orbital gap (spin up / spin down)   7.847 / 8.371 eV
ΔE to the lowest compared entry with this formula, charge and spin   7.26 kcal per mole
HOMO level (spin up / spin down)   -7.346 / -7.873 eV
Multiplicity   5
Largest force on an atom   0.90 eV/Å

Atom charges from the Löwdin analysis, given in e for atoms 1 to 2: Fe 0.263; C -0.071

=====

3.
Entry from the OMol25 dataset: 7 unconnected molecules or ions with the total composition C28H35N7 (wB97M-V/def2-TZVPD).

XYZ file:
```
70
Properties=species:S:1:pos:R:3:forces:R:3
N 7.1928 -3.7781 -0.5086 -0.960 -0.062 -0.357
C 6.7534 -2.7454 0.2832 0.174 -0.999 -0.216
C 5.6832 -3.2382 0.9837 -0.003 1.118 1.781
C 5.4661 -4.6377 0.7703 1.718 1.643 -3.343
C 6.3174 -4.8266 -0.3616 0.096 -1.487 1.913
H 8.0559 -3.7927 -1.0329 -0.481 -0.032 -0.133
H 7.2746 -1.7998 0.3058 -0.245 -0.077 0.079
H 5.2261 -2.5288 1.6576 -0.452 -0.485 0.357
H 4.7915 -5.3660 1.1956 -0.142 0.387 -0.180
H 6.4032 -5.7151 -0.9694 0.288 0.006 0.093
N -3.6126 -3.9471 1.8141 -0.512 -1.556 2.487
C -4.2754 -4.6832 0.8943 0.677 0.876 -2.099
C -4.0733 -3.9733 -0.3175 -1.621 -0.337 0.815
C -3.4614 -2.7395 0.0039 0.051 -0.959 -0.207
C -3.1677 -2.7972 1.3474 1.324 2.371 -1.640
H -3.4287 -4.3377 2.7272 -0.075 0.498 -0.023
H -4.8446 -5.5348 1.2368 0.231 -0.126 -0.503
H -4.5080 -4.1487 -1.2905 -0.020 -0.428 0.132
H -3.2495 -1.9746 -0.7285 0.143 0.094 0.341
H -2.5526 -2.0490 1.8251 -0.192 -0.415 0.690
N 1.0231 1.8862 -0.0328 3.040 -0.340 -0.692
C -0.2788 1.8272 0.1854 -0.798 0.361 1.653
C -0.4089 1.5678 1.5340 -1.291 -0.379 0.502
C 0.8483 1.4227 2.1894 0.552 0.408 -3.728
C 1.7943 1.5709 1.0875 -2.394 0.425 2.203
H 1.3512 2.1020 -0.9634 0.505 -0.161 0.368
H -0.9837 2.1662 -0.5593 -0.042 -0.393 0.082
H -1.3941 1.4146 1.9491 0.088 0.179 0.423
H 0.9590 1.2846 3.2548 0.458 -0.200 -0.254
H 2.8718 1.5663 1.1606 -0.149 0.083 -0.550
N -5.5245 3.1503 0.8021 -0.846 -1.024 0.000
C -6.2149 3.2392 1.9990 1.688 0.370 -0.795
C -7.0157 2.1460 2.1326 0.204 0.534 -0.027
C -6.9076 1.4011 0.9303 1.098 0.213 -0.182
C -5.9046 1.9823 0.1099 -1.551 0.766 1.848
H -4.8681 3.8797 0.5627 -0.068 -0.527 -0.429
H -5.8430 4.0495 2.6085 -0.630 -0.145 0.510
H -7.5370 1.8783 3.0398 -0.270 0.027 -0.280
H -7.5358 0.5247 0.8697 0.477 -0.213 -0.843
H -5.5298 1.7520 -0.8764 -0.074 -0.005 0.181
N 4.6320 0.1562 -4.5986 2.329 1.763 -1.378
C 3.8648 -0.8775 -4.3684 -1.183 -2.681 2.495
C 3.7932 -1.7044 -5.4622 -1.315 1.131 -0.537
C 4.3518 -0.9580 -6.5518 1.830 0.145 2.243
C 5.0739 0.0748 -5.8785 -1.118 -0.108 -2.784
H 5.0022 0.8807 -4.0001 -0.431 -0.519 0.301
H 3.5629 -1.0525 -3.3464 -0.298 -0.194 -0.111
H 3.2379 -2.6307 -5.4739 -0.039 0.140 -0.183
H 4.2981 -1.2504 -7.5901 0.535 0.184 0.083
H 5.8080 0.7741 -6.2507 -0.304 0.134 -0.114
N -3.5383 3.1571 -6.2712 0.652 1.048 1.182
C -4.8397 3.1405 -5.7807 1.275 -0.423 -1.215
C -4.8458 3.6426 -4.5190 0.611 0.428 -0.207
C -3.5094 4.1008 -4.2409 0.769 -0.241 -1.129
C -2.6651 3.7851 -5.3374 -3.391 -0.381 0.196
H -3.2386 2.8466 -7.1844 -0.256 0.080 0.245
H -5.6213 2.8608 -6.4715 -0.096 -0.309 0.383
H -5.7442 3.7081 -3.9232 0.249 0.229 0.155
H -3.2593 4.7245 -3.3954 0.262 -0.291 0.059
H -1.6611 4.0426 -5.6411 -0.075 -0.143 0.361
N 3.1491 -0.6184 7.5316 -1.606 1.990 0.722
C 1.8085 -0.3310 7.9513 2.452 1.995 -1.732
C 1.6323 1.0466 7.6181 -1.049 -1.852 0.930
C 2.8015 1.5751 7.0651 1.000 -0.768 0.035
C 3.7517 0.5810 7.0830 -0.528 -1.821 -0.167
H 3.5724 -1.5071 7.7576 0.274 0.421 -0.247
H 1.2311 -1.1526 8.3487 -0.240 0.449 0.024
H 0.7676 1.6760 7.7682 -0.259 -0.441 0.088
H 2.9329 2.5624 6.6477 0.025 -0.048 0.222
H 4.7591 0.5491 6.6951 -0.074 0.077 0.105
```
Positions in Å, forces in eV/Å.

LUMO energy   0.35 eV
Frontier orbital gap   8.260 eV
ΔE to the lowest compared entry with this formula, charge and spin   91.63 kcal per mole
SMILES string   c1cc[nH]c1.c1cc[nH]c1.c1cc[nH]c1.c1cc[nH]c1.c1cc[nH]c1.c1cc[nH]c1.c1cc[nH]c1
HOMO level   -7.908 eV
Multiplicity   1
Largest force on an atom   4.10 eV/Å

Atom charges from the Löwdin analysis, given in e for atoms 1 to 2: N -0.008; C -0.153